# 1
C21H40Cl3N2O4RuSi as an isolated structure in a non-equilibrium geometry, computed with the ωB97M-V functional and the def2-TZVPD basis.

Properties
- 2S+1 = 6
- ΔE to the lowest compared entry with this formula, charge and spin (kcal per mole) = 75.2
- charge = 0
- DFT total energy (eV) = -81620.700
- gap between HOMO and LUMO (spin up / spin down) (Eh) = 0.16600 / 0.18810
- molar mass (g mol⁻¹) = 620.076
- lowest unoccupied orbital energy (spin up / spin down) (eV) = 0.34 / -2.30

Last column: Löwdin spin population.
Positions of all 72 atoms, in Å:
C -1.56009 -2.05163 -2.23193  0.00
C -1.16143 -3.06322 -1.21215  0.01
H -1.20489 -2.30939 -3.23765  0.00
H -1.12840 -1.07584 -1.95731  0.00
H -2.65680 -1.92016 -2.27153  0.00
C -0.62512 -4.27193 -1.45132  0.01
C -0.42120 -4.86264 -2.80543  0.00
H -0.31024 -4.90085 -0.61511  0.01
H -0.61919 -4.14749 -3.61527  0.00
H -1.06019 -5.74862 -2.96482  0.00
H 0.61952 -5.20690 -2.91506  0.00
Ru -0.18952 0.19280 1.10732  2.41
Cl -2.34725 0.14056 1.74931  0.24
Cl -0.17061 1.30053 -0.84783  0.10
H 0.65945 4.56623 4.53394  0.00
H -1.45685 5.61443 3.37453  0.00
C 0.98297 4.25166 3.53278  0.00
C -1.03218 5.23095 2.44177  0.00
N -0.18270 4.06347 2.66727  0.01
H 1.54035 3.30939 3.59058  0.00
C -0.43446 2.92283 2.04108  0.01
O 0.33698 1.91117 2.15820  0.01
H -1.84458 4.94792 1.76728  0.00
H -1.33571 2.86383 1.41903  0.00
H 1.61950 5.04880 3.12756  0.00
H -0.46830 6.05775 1.99864  0.00
H 1.52482 -1.61005 -2.08080  0.00
H 2.38738 -3.74491 -0.70696  0.00
C 2.36074 -1.05267 -1.63628  0.00
C 3.21072 -3.05305 -0.45999  0.00
N 2.73671 -1.68142 -0.36815  0.03
H 2.05285 -0.01644 -1.47270  0.00
C 2.57273 -1.09238 0.81966  0.03
O 2.01681 0.03304 0.98786  0.05
H 3.64746 -3.34179 0.50409  0.00
H 2.94482 -1.66628 1.68351  0.00
H 3.21565 -1.11201 -2.32445  0.00
H 3.96513 -3.13917 -1.25352  0.00
O -0.16161 -1.62054 0.23899  0.06
C -1.23560 -2.50877 0.19468  0.03
C 0.08440 -3.94612 1.89120  0.55
C -1.12673 -3.53648 1.33744  0.25
H 1.01202 -3.46750 1.55342  0.03
C 0.11090 -5.00284 2.81285  0.17
H -2.18670 -1.96596 0.31590  0.00
C -2.30609 -4.16254 1.73935  0.13
H 1.05331 -5.33861 3.21777  0.00
C -1.07489 -5.64379 3.19912  0.24
C -2.28036 -5.21083 2.66242  0.52
H -3.22917 -3.83837 1.26539  0.00
H -1.05655 -6.47197 3.90945  0.01
H -3.22005 -5.68447 2.93924  0.03
Si -0.40976 4.64732 -4.11284  0.00
Cl -0.62549 2.80913 -5.10940  0.00
C 1.42741 4.79598 -3.77837  0.00
C -1.51981 4.28538 -2.63542  0.00
C -0.97056 6.21631 -4.99643  0.00
H 1.82849 3.83988 -3.41500  0.00
H 1.62145 5.57658 -3.02888  0.00
H 1.95183 5.05987 -4.70952  0.00
H -0.33793 6.42273 -5.87126  0.00
H -0.88217 7.06848 -4.30182  0.00
H -2.01817 6.14361 -5.31853  0.00
H -1.25962 3.32241 -2.16326  0.00
H -2.55976 4.21038 -2.99667  0.00
H -1.44953 5.08548 -1.88245  0.00
C 0.74351 -0.25710 4.18311  0.00
O -0.00285 -0.77281 3.07178  0.04
H 1.76409 -0.09349 3.83684  0.00
H 0.76419 -1.02966 4.95390  0.00
H 0.29373 0.66940 4.58453  0.00
H -0.92683 -0.98762 3.33634  0.00

# 2
F4InN2O8S4 as an isolated structure in a non-equilibrium geometry, computed with the ωB97M-V functional and the def2-TZVPD basis.

Properties
- 2S+1 = 1
- ΔE to the lowest compared entry with this formula, charge and spin (kcal per mole) = 0.0
- charge = +1
- DFT total energy (eV) = -78727.248
- gap between HOMO and LUMO (Eh) = 0.08935
- molar mass (g mol⁻¹) = 475.084
- lowest unoccupied orbital energy (eV) = -11.87

Last column: natural (NBO) charge in e.
Positions of all 19 atoms, in Å:
In 0.04639 0.04429 0.09189  1.20
N -0.18709 1.80142 -2.20107  -0.95
S 0.67452 3.15721 -2.15102  2.45
O -0.06628 4.34020 -2.33663  -0.73
O 1.96342 2.99518 -2.71397  -0.76
F 0.98057 3.07026 -0.60037  -0.49
S -0.81119 1.70797 -3.72341  2.47
O 0.18001 1.38668 -4.66280  -0.78
O -1.82779 2.63177 -3.99112  -0.74
F -1.54383 0.35176 -3.48366  -0.47
N 0.13094 -1.96105 1.97387  -1.02
S -1.10161 -1.73934 3.09617  2.47
O -1.21774 -2.72183 4.09057  -0.80
O -2.17532 -1.14493 2.39566  -0.87
F -0.44070 -0.54515 3.85488  -0.46
S 1.04053 -3.13788 2.61219  2.47
O 0.48829 -4.40242 2.28072  -0.73
O 1.62568 -2.84300 3.85587  -0.79
F 2.24121 -2.99116 1.61224  -0.47

# 3
A 12-piece molecular cluster, C23H44BrCl22N2OS overall in a non-equilibrium geometry, computed with the ωB97M-V functional and the def2-TZVPD basis.

Properties
- 2S+1 = 1
- charge = +1
- DFT total energy (eV) = -385956.610
- gap between HOMO and LUMO (Eh) = 0.33383
- molar mass (g mol⁻¹) = 1256.555
- lowest unoccupied orbital energy (eV) = -2.96

Last column: Löwdin charge in e.
Positions of all 94 atoms, in Å:
C -1.81436 -4.61690 -1.33337  -0.09
C -1.46824 -3.30071 -2.08871  -0.26
C -2.75890 -2.47629 -2.40449  -0.20
C -2.88680 -1.20604 -1.52679  -0.19
C -3.51034 -1.54266 -0.13609  -0.17
C -2.63537 -1.05573 1.02716  -0.24
C -1.22767 -1.66853 1.00705  -0.17
C -0.43829 -1.35400 2.27859  -0.31
N -0.44539 0.09453 2.65430  0.10
C 0.85120 0.79927 2.40500  -0.03
C 1.55002 0.27472 1.14477  -0.30
N 0.75156 0.66203 -0.06696  0.10
C 1.47845 0.49494 -1.05327  -0.73
S 2.51459 0.53327 -2.26047  0.83
O 1.73895 -1.12947 1.12426  -0.12
C 1.04514 -1.80570 2.14426  -0.67
Br 1.17710 -3.71820 1.72979  0.84
H -1.05600 -5.36778 -1.58174  0.04
H -1.83256 -4.44034 -0.25092  0.05
H -2.77065 -5.02749 -1.67178  0.08
H -1.03497 -3.59112 -3.05624  -0.01
H -0.72489 -2.69284 -1.56094  0.08
H -2.72858 -2.17131 -3.45847  0.08
H -3.65500 -3.09944 -2.30085  0.11
H -1.91181 -0.72164 -1.38531  0.09
H -3.51095 -0.49355 -2.08042  0.11
H -3.71326 -2.61737 -0.04114  0.11
H -4.48319 -1.03849 -0.08681  0.10
H -3.10013 -1.15163 2.01006  -0.01
H -2.50558 0.03446 0.88721  0.06
H -1.34595 -2.76072 0.99097  0.09
H -0.69189 -1.43780 0.08335  0.09
H -0.83855 -1.93841 3.11217  0.07
H -0.62430 0.13507 3.66746  0.02
H -1.19851 0.63637 2.21964  0.12
H 1.49507 0.75098 3.28738  0.15
H 0.62367 1.86248 2.26912  0.15
H 2.52097 0.78468 1.08452  0.16
H 1.55105 -1.69402 3.11351  0.07
C -0.33465 3.15673 -2.12717  -1.02
Cl -1.29653 2.55018 -3.47248  0.52
Cl -1.35290 3.90519 -0.88511  0.55
H 0.19698 2.32762 -1.67693  -0.05
H 0.36764 3.89662 -2.49914  -0.02
C -4.09738 2.47781 1.07030  -1.02
Cl -3.79850 1.68491 2.62741  0.54
Cl -5.61834 1.94222 0.35822  0.55
H -4.13781 3.55052 1.22420  0.03
H -3.28646 2.22884 0.39382  -0.03
C 1.89266 -7.01005 -2.03599  -1.03
Cl 1.93790 -7.29298 -0.29051  0.47
Cl 0.44117 -7.69462 -2.77529  0.52
H 1.90671 -5.93994 -2.21636  0.02
H 2.76315 -7.47524 -2.48513  0.03
C 4.88996 -4.12698 1.21663  -1.05
Cl 6.62539 -3.82700 1.37625  0.53
Cl 4.54766 -5.29663 -0.06099  0.50
H 4.51404 -4.51525 2.15688  0.02
H 4.39436 -3.19215 0.97685  0.00
C -0.91265 -1.21428 6.39956  -0.93
Cl -1.39071 0.31771 5.65210  0.59
Cl 0.12573 -2.16055 5.32279  0.64
H -0.36641 -0.99985 7.31145  0.04
H -1.80569 -1.78696 6.61938  -0.02
C 0.70825 -2.60885 -5.46980  -0.97
Cl -0.05238 -4.17116 -5.12703  0.56
Cl -0.13868 -1.26155 -4.69530  0.53
H 1.72813 -2.63266 -5.10265  0.03
H 0.70319 -2.44983 -6.54203  0.03
C -5.10302 -1.75872 5.17720  -0.96
Cl -3.75662 -2.02882 4.06407  0.58
Cl -4.47502 -1.35340 6.77530  0.55
H -5.70309 -0.93016 4.81746  0.04
H -5.70213 -2.66037 5.23548  0.04
C -0.60545 7.43825 -1.73068  -1.02
Cl -0.49912 9.08988 -1.11048  0.56
Cl 0.85795 6.98169 -2.61161  0.51
H -0.73736 6.76118 -0.89654  -0.02
H -1.45361 7.37135 -2.40327  0.03
C 0.06207 4.18260 -6.87353  -1.01
Cl 1.44126 3.77153 -7.89645  0.52
Cl 0.57402 4.65513 -5.24829  0.49
H -0.47339 5.01109 -7.32297  0.03
H -0.58651 3.31640 -6.79571  0.02
C 8.56771 -0.50389 2.53324  -1.04
Cl 10.02246 -0.72495 1.55589  0.51
Cl 8.96741 -0.11649 4.21088  0.50
H 7.98589 0.31041 2.11557  0.02
H 7.98895 -1.42158 2.51479  -0.02
C 2.07580 11.45525 -0.29648  -1.05
Cl 3.45627 11.01325 -1.30694  0.50
Cl 2.58372 11.91742 1.33261  0.50
H 1.56166 12.29344 -0.75371  0.03
H 1.41068 10.60311 -0.22556  -0.06